94
Properties=species:S:1:pos:R:3:lowdin_charge:R:1 method="wB97M-V/def2-TZVPD" homo_lumo_gap_ev=7.18 e_homo_ev=-7.76 charge=0 total_energy_ha=-3966.54068 e_above_lowest_kcal_mol=0.0
Au 0.80 -1.21 0.23 0.439
S 2.22 -0.84 -1.64 0.348
P 2.64 0.87 -0.59 0.478
C 1.54 0.66 0.66 -0.714
P 0.91 0.91 2.20 0.477
S -0.18 -0.82 2.38 0.369
C -0.11 2.39 2.34 -0.351
C -0.35 3.16 1.21 -0.084
C -1.17 4.28 1.29 -0.068
C -1.76 4.61 2.50 -0.075
C -1.52 3.83 3.63 -0.073
C -0.70 2.73 3.55 -0.081
C 2.12 1.08 3.54 -0.352
C 2.72 2.31 3.75 -0.083
C 3.77 2.43 4.65 -0.075
C 4.21 1.31 5.35 -0.080
C 3.61 0.08 5.14 -0.074
C 2.56 -0.04 4.23 -0.101
C 2.37 2.36 -1.57 -0.353
C 1.66 2.31 -2.77 -0.102
C 1.36 3.48 -3.45 -0.070
C 1.76 4.71 -2.93 -0.077
C 2.46 4.76 -1.73 -0.077
C 2.77 3.59 -1.05 -0.094
C 4.38 0.96 -0.11 -0.335
C 5.34 1.45 -0.98 -0.081
C 6.68 1.46 -0.61 -0.075
C 7.05 1.00 0.65 -0.077
C 6.09 0.51 1.52 -0.068
C 4.75 0.49 1.15 -0.071
H 0.10 2.87 0.26 0.083
H -1.36 4.88 0.41 0.107
H -2.40 5.47 2.57 0.104
H -1.99 4.10 4.58 0.106
H -0.51 2.12 4.44 0.114
H 2.38 3.19 3.21 0.110
H 4.24 3.39 4.81 0.105
H 5.03 1.40 6.05 0.104
H 3.95 -0.79 5.69 0.107
H 2.09 -1.00 4.06 0.080
H 1.35 1.35 -3.16 0.073
H 0.82 3.44 -4.38 0.108
H 1.52 5.62 -3.46 0.104
H 2.76 5.72 -1.32 0.105
H 3.32 3.64 -0.12 0.112
H 5.05 1.82 -1.96 0.111
H 7.43 1.83 -1.29 0.105
H 8.09 1.01 0.94 0.105
H 6.37 0.15 2.50 0.105
H 4.00 0.10 1.82 0.088
C -3.78 -0.16 -2.25 -0.020
C -2.56 0.20 -1.42 -0.631
C -1.73 1.27 -2.11 -0.026
C -2.96 0.67 -0.03 -0.020
O -1.68 -0.93 -1.31 -0.204
Si -1.96 -2.51 -0.97 -0.157
S -0.13 -3.34 -0.36 0.293
O -2.60 -3.30 -2.26 -0.149
C -2.02 -3.68 -3.52 -0.650
C -1.38 -5.05 -3.37 -0.036
C -3.19 -3.74 -4.50 -0.030
C -1.00 -2.65 -3.99 -0.037
O -3.15 -2.52 0.16 -0.152
C -3.63 -3.56 1.02 -0.647
C -2.84 -3.49 2.32 -0.045
C -5.10 -3.24 1.26 -0.030
C -3.49 -4.93 0.37 -0.040
H -4.43 0.71 -2.36 0.090
H -4.35 -0.96 -1.77 0.085
H -3.49 -0.51 -3.24 0.078
H -2.30 2.20 -2.23 0.091
H -1.41 0.93 -3.10 0.085
H -0.84 1.48 -1.52 0.061
H -3.55 1.58 -0.09 0.091
H -2.07 0.87 0.57 0.055
H -3.54 -0.10 0.48 0.078
H -2.12 -5.77 -3.00 0.088
H -0.55 -5.01 -2.66 0.050
H -1.00 -5.40 -4.33 0.087
H -3.93 -4.45 -4.14 0.087
H -2.85 -4.05 -5.49 0.086
H -3.66 -2.76 -4.58 0.079
H -0.17 -2.58 -3.28 0.053
H -1.45 -1.66 -4.07 0.076
H -0.60 -2.94 -4.96 0.091
H -2.94 -2.50 2.77 0.074
H -1.79 -3.69 2.13 0.052
H -3.21 -4.24 3.03 0.088
H -5.20 -2.24 1.70 0.084
H -5.54 -3.96 1.95 0.086
H -5.65 -3.26 0.32 0.088
H -2.44 -5.16 0.19 0.065
H -4.02 -4.95 -0.59 0.086
H -3.91 -5.70 1.02 0.090



109
Properties=species:S:1:pos:R:3:lowdin_charge:R:1 method="wB97M-V/def2-TZVPD" homo_lumo_gap_ev=6.78 e_homo_ev=-2.75 charge=-2 total_energy_ha=-4509.96305
Y -0.64 0.62 0.34 1.484
Cl -0.23 1.21 3.40 0.652
C 0.79 2.67 3.52 -0.899
Cl 2.25 2.58 2.53 0.603
H 1.09 2.77 4.56 0.022
H 0.18 3.50 3.17 -0.023
C 1.41 -4.32 0.21 -0.055
C 0.03 -3.79 0.63 -0.342
C -0.62 -3.00 -0.50 -0.054
C 0.17 -3.15 2.00 -0.140
C -0.31 -3.92 3.06 -0.056
C 0.00 -3.63 4.38 -0.088
C 0.89 -2.61 4.63 -0.053
C 1.39 -1.80 3.61 -0.151
C 2.47 -0.81 3.99 -0.397
C 3.83 -1.52 4.08 -0.065
C 2.23 -0.09 5.32 -0.102
C 0.94 -2.01 2.29 -0.159
N 1.23 -1.06 1.24 0.079
C 2.47 -0.86 0.97 -0.129
C 3.05 0.08 0.03 -0.160
C 4.42 0.33 0.26 -0.074
C 5.18 1.13 -0.55 -0.118
C 4.56 1.67 -1.68 -0.092
C 3.24 1.42 -1.96 -0.032
C 2.40 0.65 -1.11 -0.260
N 1.09 0.43 -1.42 -0.008
C 0.87 0.37 -2.84 -0.170
C 1.33 -0.77 -3.54 -0.127
C 1.18 -0.87 -4.92 -0.057
C 0.55 0.13 -5.64 -0.092
C 0.08 1.23 -4.96 -0.049
C 0.23 1.39 -3.58 -0.129
C -0.31 2.70 -3.03 -0.342
C -1.65 2.51 -2.33 -0.055
C 0.69 3.53 -2.22 -0.060
C 1.99 -1.95 -2.84 -0.361
C 1.41 -3.28 -3.34 -0.075
C 3.52 -1.98 -3.03 -0.049
H 1.31 -4.97 -0.66 0.066
H 1.86 -4.90 1.03 0.078
H 2.08 -3.51 -0.05 0.067
H -0.61 -4.66 0.79 0.121
H -0.01 -2.16 -0.83 0.053
H -1.59 -2.63 -0.21 0.065
H -0.76 -3.65 -1.36 0.085
H -0.93 -4.78 2.83 0.106
H -0.40 -4.23 5.18 0.093
H 1.21 -2.42 5.65 0.101
H 2.53 -0.04 3.22 0.062
H 3.81 -2.25 4.89 0.077
H 4.63 -0.80 4.28 0.079
H 4.08 -2.06 3.16 0.063
H 2.47 -0.73 6.17 0.066
H 1.20 0.25 5.43 0.042
H 2.89 0.78 5.39 0.077
H 3.22 -1.45 1.49 0.109
H 4.87 -0.14 1.13 0.103
H 6.22 1.32 -0.33 0.084
H 5.13 2.31 -2.36 0.098
H 2.80 1.84 -2.85 0.104
H 1.54 -1.75 -5.43 0.098
H 0.41 0.03 -6.71 0.090
H -0.43 2.02 -5.51 0.103
H -0.53 3.30 -3.92 0.118
H -1.56 1.93 -1.42 0.012
H -2.35 1.97 -2.97 0.085
H -2.05 3.47 -2.01 0.073
H 1.03 3.03 -1.32 0.054
H 0.23 4.46 -1.90 0.071
H 1.57 3.76 -2.84 0.076
H 1.78 -1.86 -1.78 0.092
H 1.75 -3.50 -4.35 0.066
H 0.32 -3.25 -3.34 0.074
H 1.75 -4.10 -2.70 0.058
H 3.76 -2.04 -4.09 0.076
H 3.94 -2.86 -2.54 0.074
H 4.00 -1.09 -2.62 0.060
C -2.92 -1.22 1.82 -0.229
O -1.67 -0.73 1.45 -0.500
H -2.84 -2.20 2.31 0.067
H -3.57 -1.34 0.94 0.062
H -3.43 -0.54 2.52 0.055
O -3.60 2.91 2.70 0.148
N -3.14 2.06 2.11 0.104
O 0.69 4.68 0.84 -0.379
S -0.69 4.22 0.93 0.275
O -1.24 4.39 2.28 -0.400
O -0.63 2.66 0.72 -0.588
O -1.57 4.75 -0.10 -0.355
C -4.99 2.12 -1.27 0.041
C -4.99 2.19 0.26 -0.341
O -3.66 1.95 0.63 -0.072
C -5.53 3.59 0.68 -0.561
F -6.55 3.97 -0.12 0.126
F -4.58 4.51 0.58 0.189
F -6.03 3.62 1.94 0.133
C -5.90 1.08 0.83 -0.556
F -7.20 1.37 0.63 0.143
F -5.73 0.91 2.15 0.145
F -5.66 -0.09 0.24 0.177
H -4.44 2.98 -1.65 0.102
H -6.01 2.14 -1.66 0.102
H -4.49 1.21 -1.59 0.082
F -3.69 -2.00 -1.64 0.122
B -2.86 -1.11 -2.32 -1.247
F -1.92 -1.77 -3.10 0.139
F -3.62 -0.22 -3.09 0.113
F -2.15 -0.32 -1.32 0.004



91
Properties=species:S:1:pos:R:3:nbo_charge:R:1 method="wB97M-V/def2-TZVPD" homo_lumo_gap_ev=8.84 e_homo_ev=-11.04 charge=+1 total_energy_ha=-2365.57205 e_above_lowest_kcal_mol=0.0
Bi -1.38 0.47 -0.17 1.770
C -4.32 4.36 2.74 -0.594
C -3.43 3.17 2.39 -0.249
C -1.96 3.48 2.68 -0.604
C -3.66 2.74 0.95 -0.010
C -4.46 1.64 0.66 -0.228
C -4.70 1.24 -0.65 -0.237
C -4.16 1.94 -1.73 -0.016
C -4.50 1.58 -3.14 -0.636
C -3.35 3.04 -1.43 -0.237
C -3.11 3.43 -0.12 -0.171
H -4.19 4.65 3.78 0.218
H -5.37 4.13 2.57 0.215
H -4.06 5.22 2.12 0.207
H -3.72 2.33 3.03 0.201
H -1.62 4.36 2.14 0.203
H -1.31 2.64 2.41 0.217
H -1.82 3.67 3.74 0.224
H -4.93 1.09 1.48 0.218
H -5.35 0.40 -0.85 0.223
H -4.60 2.47 -3.76 0.229
H -5.44 1.03 -3.19 0.226
H -3.74 0.94 -3.59 0.224
H -2.93 3.63 -2.24 0.227
H -2.48 4.30 0.06 0.218
N -2.69 -1.22 1.13 -0.888
C -2.02 -2.49 1.21 0.218
C -1.81 -3.07 2.45 -0.246
C -1.17 -4.30 2.55 -0.191
C -0.73 -4.93 1.39 -0.213
C -0.93 -4.34 0.16 -0.175
C -1.58 -3.11 0.03 -0.100
C -1.80 -2.54 -1.33 -0.082
C -2.14 -3.43 -2.35 -0.188
C -2.26 -3.02 -3.67 -0.190
C -2.03 -1.69 -4.00 -0.231
C -1.73 -0.79 -2.99 -0.168
C -1.62 -1.19 -1.66 -0.532
H -3.57 -1.29 0.62 0.403
H -2.87 -0.86 2.06 0.412
H -2.16 -2.57 3.34 0.222
H -1.02 -4.75 3.52 0.229
H -0.22 -5.88 1.45 0.227
H -0.57 -4.83 -0.73 0.222
H -2.31 -4.47 -2.11 0.222
H -2.52 -3.74 -4.44 0.226
H -2.11 -1.36 -5.03 0.222
H -1.55 0.25 -3.25 0.209
C 6.12 -0.23 3.39 -0.635
C 4.66 -0.23 3.01 0.026
C 3.98 0.96 2.81 -0.227
C 2.62 0.98 2.49 0.022
C 1.90 2.28 2.26 -0.648
C 1.96 -0.24 2.36 -0.125
C 2.62 -1.46 2.53 0.011
C 1.89 -2.76 2.40 -0.637
C 3.97 -1.43 2.86 -0.229
C 0.53 -0.20 1.93 0.805
O -0.41 0.16 2.62 -0.629
O 0.35 -0.52 0.66 -0.903
H 6.58 0.73 3.17 0.220
H 6.66 -1.01 2.87 0.221
H 6.23 -0.41 4.46 0.231
H 4.51 1.90 2.91 0.214
H 2.56 3.13 2.40 0.227
H 1.06 2.38 2.95 0.236
H 1.50 2.33 1.24 0.219
H 1.29 -2.80 1.49 0.222
H 1.20 -2.90 3.24 0.228
H 2.58 -3.60 2.39 0.222
H 4.49 -2.37 3.02 0.212
C 4.45 -0.63 -0.91 -0.623
C 3.22 -1.21 -1.59 -0.222
N 2.08 -0.29 -1.53 -0.579
C 1.71 0.70 -2.32 0.406
S 0.43 1.78 -1.81 -0.337
N 2.23 0.99 -3.51 -0.577
C 3.30 0.34 -4.28 -0.221
C 3.59 1.17 -5.51 -0.618
H 5.26 -1.35 -0.93 0.226
H 4.23 -0.38 0.12 0.233
H 4.79 0.28 -1.42 0.206
H 2.90 -2.11 -1.07 0.218
H 3.42 -1.51 -2.62 0.206
H 1.58 -0.33 -0.65 0.457
H 1.78 1.77 -3.96 0.421
H 2.99 -0.66 -4.56 0.200
H 4.20 0.26 -3.66 0.204
H 2.70 1.26 -6.14 0.215
H 4.37 0.71 -6.10 0.237
H 3.92 2.18 -5.24 0.220